Formula: C39H64N3O45S10
Source: the OMol25 dataset
Level of theory: the ωB97M-V functional and the def2-TZVPD basis

Geometry as ORCA input:
```
! wB97M-V def2-TZVPD RIJCOSX def2/J DEFGRID3
* xyz 1 1
O 5.5286 2.2112 1.3164
H -4.7503 -1.7268 -0.9738
H -13.5967 -2.7494 -5.4775
O -12.4944 -7.3929 3.2613
H 9.3446 3.2850 3.3287
H -9.1207 -2.9351 -3.3094
N -0.1473 -1.7587 3.1282
O 0.8667 7.7900 0.6730
H -10.0384 -5.5860 -2.0638
C 3.6035 -1.4590 -6.2388
H 4.7615 -0.7278 -4.5566
O 11.2914 4.0001 3.2095
H 9.9877 -2.5266 -4.7350
H 1.8665 -0.9431 3.4652
O 0.2544 6.7372 2.8354
H 9.4305 3.0964 0.6453
O 2.4302 -1.8501 -5.5224
H -6.7536 0.7671 3.5778
O -14.5349 -7.2992 1.8543
H 1.2637 8.6889 -1.6712
H 9.5795 4.7874 2.3984
C 4.8935 3.0607 4.6262
O 6.7366 -3.0451 -4.6020
C 15.7897 0.5880 3.6780
H 13.8333 -0.1369 4.2758
H 2.1097 -1.9308 5.6422
O 3.2295 9.5370 -5.2795
S 1.8088 -0.5512 -4.7763
C -2.3709 -2.8764 1.2610
S -14.0396 -6.9074 3.1408
H 0.2716 -4.8140 0.2806
O 6.6389 0.7329 3.0245
O 3.8402 7.7773 -3.5882
C 1.5494 1.1999 -0.9453
O -4.9110 -2.9613 0.8403
O 8.6510 -3.3849 -6.0773
O 6.4255 -2.8984 -7.0594
S 12.4165 4.0065 2.0396
O 16.8820 -2.0533 2.1210
H 2.2663 -3.3114 3.0851
O -0.3181 9.1192 2.4538
C -1.4256 -1.0555 3.0126
H -7.3936 -1.5386 2.1609
H 10.4039 1.9418 1.5927
O -1.5040 7.3117 1.2440
C -2.5825 -1.5603 2.0926
O -12.7644 -4.5982 -5.7807
H 1.2841 -4.9138 2.7133
C -0.3095 1.2311 1.6989
H -2.0162 0.8748 0.1046
H 0.0735 9.6484 -2.5877
N -0.7102 -4.7979 0.6285
O -10.6221 -3.7752 0.5179
H 0.4626 -2.3527 5.7819
C 1.4691 -3.8043 2.4388
C 10.0008 3.8050 2.6303
C -9.8899 -3.5780 -2.8727
C -1.1593 1.2967 3.0396
C -12.3852 -5.0596 3.4131
H 13.8416 0.7094 2.7072
O -13.7578 -5.3090 3.1090
O 11.4588 3.5208 0.8221
H -1.2780 -4.8326 -0.2402
C -6.9959 0.6752 2.4572
C 5.8859 4.0255 3.9955
H -5.6068 -1.1362 2.6390
C -13.8228 -3.6704 -6.0232
O -10.5776 -3.5178 -6.2359
C 4.2119 -0.3349 -5.4169
C -3.6000 -3.3588 0.3830
H 6.4446 4.5931 4.7397
O -14.7114 -7.2298 4.3629
O -8.7570 -4.3946 -0.9947
C 7.9606 -2.7112 -3.9446
O 3.1003 0.4197 -4.9289
O 12.8124 5.3585 1.7923
H -2.7671 5.8097 1.9278
H -14.2838 -2.4966 -7.8027
C -1.7038 6.0044 1.7838
H -10.6348 -3.8179 -3.6319
O 6.7637 3.2018 3.2246
O 16.5549 -0.5530 4.0685
C -5.4910 -2.0704 -0.1614
H 1.8954 -3.8252 1.3619
O -8.8575 -2.0865 -0.0900
O 0.7550 -0.0245 -5.5914
H 3.9672 3.5559 4.9203
H -11.4948 -6.2836 1.8583
O -11.2719 -5.5827 -7.4999
H -0.6884 4.9776 3.4204
O 15.7242 -2.8874 4.1931
H -12.0416 -4.1547 2.9104
C -0.8996 1.0190 0.2740
S -11.5770 -4.3411 -6.8578
H -1.4897 6.5006 3.8857
S 7.0603 -3.7024 -6.0515
H -7.1648 -0.5336 -0.1025
H -14.7746 -4.0725 -5.6761
H -12.2937 -4.9312 4.4955
H 8.2732 -3.5730 -3.3485
C -0.9958 -3.5820 1.3808
C 0.0970 -2.9725 2.3482
O 1.6353 -0.8667 -3.3861
O 14.6300 -1.2128 2.7205
H 1.7676 1.6024 2.7914
H 16.2571 1.0204 2.7885
H 1.7281 11.3603 -3.1110
O 6.8826 -5.1187 -5.9602
H -6.4249 1.5072 1.9164
S 3.1004 8.9379 -3.9844
H -8.5180 0.9973 1.2570
H -8.4868 -5.2498 -2.8732
C -13.8046 -3.4364 -7.5260
H 7.8191 -1.8502 -3.2901
O 4.6362 2.0738 3.6239
H -10.6700 -6.4099 3.4335
C 8.9528 -2.4273 -5.0623
C 14.4054 0.0443 3.3610
C -0.0046 1.0063 -1.0210
S 5.9351 1.9252 2.6613
O -1.3354 2.4277 3.5589
S -0.0764 7.8962 1.7484
H 4.8725 0.2988 -6.0096
O -3.5400 -4.0106 -0.6833
S -9.6948 -3.2042 -0.4137
C 1.2496 1.4308 1.7848
H -0.4391 0.8757 -2.0741
C 0.9154 -1.2250 4.0622
C 10.2452 2.9999 1.3633
H -3.5957 -1.0227 2.0232
H 5.3285 2.5584 5.4948
O 3.3196 10.0926 -2.8641
O -10.4939 -2.8739 -1.7849
H -1.2940 5.2775 1.0766
H 2.1076 10.9640 -1.4151
H -5.4596 0.1469 0.1765
O 1.5246 8.6683 -3.7061
O 13.3557 2.9589 2.3178
H 4.2835 -2.3018 -6.3562
C 2.0452 10.5664 -2.4282
C -0.9336 5.9887 3.0947
H 3.2753 1.5451 0.5623
C -11.6370 -6.2971 2.9429
O -12.4228 -3.4176 -7.8885
H 3.2934 -1.1031 -7.2256
C 1.1236 9.3605 -2.5226
H 0.5902 -0.2752 4.6061
H 8.7989 -1.4291 -5.4828
C -6.1639 -0.7365 0.4426
N 1.2558 -2.2290 5.1360
C 2.1439 1.4083 0.4895
H 5.3848 4.7172 3.3121
H 2.1876 1.2073 -1.9052
C -6.5138 -0.8094 2.0092
O -8.4408 0.7445 2.2059
H 15.7722 1.3312 4.4751
O -1.7053 0.1640 3.7375
S 16.0245 -1.8516 3.2512
C -9.2769 -4.8243 -2.2546
H -14.2857 -4.2604 -8.0600
H -6.3063 -2.6801 -0.7142
*
```

Gap between HOMO and LUMO in eV: 6.9
LUMO energy in hartree: -0.18373
DFT total energy in Ha: -9055.58419

Mulliken population analysis, charges in e, atoms 1 to 99:
1. O -0.551
2. H 0.287
3. H 0.265
4. O -0.334
5. H 0.217
6. H 0.273
7. N 0.718
8. O -0.493
9. H 0.308
10. C -0.164
11. H 0.214
12. O -0.337
13. H 0.321
14. H 0.503
15. O -0.316
16. H 0.313
17. O -0.340
18. H 0.294
19. O -0.527
20. H 0.208
21. H 0.255
22. C -0.386
23. O -0.271
24. C -0.332
25. H 0.279
26. H 0.274
27. O -0.525
28. S 1.123
29. C 0.564
30. S 1.081
31. H 0.271
32. O -0.550
33. O -0.529
34. C -0.320
35. O -0.297
36. O -0.301
37. O -0.541
38. S 1.018
39. O -0.527
40. H 0.311
41. O -0.551
42. C -0.042
43. H 0.189
44. H 0.333
45. O -0.324
46. C -0.552
47. O -0.301
48. H 0.351
49. C 0.653
50. H 0.447
51. H 0.306
52. N -0.548
53. O -0.453
54. H 0.252
55. C -1.369
56. C -0.150
57. C -0.033
58. C -0.039
59. C -0.257
60. H 0.133
61. O -0.309
62. O -0.333
63. H 0.290
64. C -0.587
65. C -0.435
66. H 0.415
67. C -0.288
68. O -0.527
69. C -0.159
70. C 0.312
71. H 0.349
72. O -0.522
73. O -0.337
74. C -0.303
75. O -0.349
76. O -0.550
77. H 0.319
78. H 0.303
79. C -0.285
80. H 0.045
81. O -0.212
82. O -0.328
83. C -0.157
84. H 0.394
85. O -0.431
86. O -0.576
87. H 0.343
88. H 0.258
89. O -0.540
90. H 0.129
91. O -0.538
92. H 0.256
93. C -0.348
94. S 1.123
95. H 0.312
96. S 1.128
97. H 0.319
98. H 0.324
99. H 0.299